Here is a gas-phase ion, C18H21BrN3O3 (charge +1) at a distorted geometry from OMol25. Energies are from ωB97M-V/def2-TZVPD.

Properties
Structure (SMILES): CC(C)C[NH2+][C@H](C(=O)Nc1ccc([N+](=O)[O-])cc1Br)c1ccccc1
Highest occupied orbital energy, eV: -12.32
Electronic energy, Ha: -3662.222860
M, g mol⁻¹: 407.3

```
! RIJCOSX wB97M-V def2-TZVPD def2/J DEFGRID3
* xyz 1 1
C -1.586 1.018 -4.990
C -1.320 0.992 -3.486
C -2.174 -0.080 -2.815
C 0.182 0.771 -3.271
N 0.608 0.964 -1.859
C 0.601 -0.213 -0.949
C -0.119 0.302 0.324
O -0.586 1.425 0.298
N -0.158 -0.550 1.352
C -0.804 -0.253 2.578
C -0.074 -0.287 3.761
C -0.676 0.024 4.965
C -2.019 0.374 4.975
N -2.662 0.719 6.239
O -1.974 0.676 7.227
O -3.829 1.020 6.193
C -2.773 0.393 3.812
C -2.163 0.069 2.613
Br -3.213 -0.006 1.044
C 1.993 -0.706 -0.651
C 2.385 -1.990 -1.007
C 3.672 -2.422 -0.732
C 4.571 -1.576 -0.105
C 4.183 -0.295 0.256
C 2.898 0.141 -0.014
H -2.638 1.208 -5.177
H -1.329 0.063 -5.441
H -1.010 1.799 -5.479
H -1.589 1.968 -3.069
H -3.213 0.055 -3.102
H -1.872 -1.074 -3.135
H -2.138 -0.016 -1.731
H 0.469 -0.233 -3.589
H 0.730 1.487 -3.886
H 1.545 1.378 -1.833
H -0.045 1.636 -1.353
H -0.006 -1.007 -1.392
H 0.401 -1.392 1.315
H 0.972 -0.552 3.729
H -0.125 0.007 5.893
H -3.822 0.649 3.860
H 1.687 -2.652 -1.498
H 3.972 -3.420 -1.013
H 5.573 -1.914 0.106
H 4.879 0.364 0.750
H 2.595 1.135 0.286
*
```


Here is a molecular structure, C53H53N6O2P2Rb from OMol25. Energies are from ωB97M-V/def2-TZVPD.

Properties
Highest occupied orbital energy (spin up / spin down), eV: -0.21 / 0.03
Electronic energy, Ha: -3237.179519
M, g mol⁻¹: 953.5

```
! RIJCOSX wB97M-V def2-TZVPD def2/J DEFGRID3
* xyz -2 1
Rb -0.552 -0.188 0.198
N -1.036 0.840 5.667
C -1.002 0.827 4.292
N -0.570 -0.153 3.586
C -0.121 -1.318 4.248
N 0.348 -2.378 3.616
N 0.344 -2.359 2.300
C 0.893 -3.461 1.799
C 0.990 -3.749 0.399
C 1.602 -4.958 -0.010
C 1.725 -5.252 -1.349
C 1.234 -4.352 -2.294
C 0.631 -3.195 -1.820
N 0.509 -2.874 -0.525
C -0.167 -1.387 5.706
C 0.232 -2.503 6.450
C 0.155 -2.514 7.841
C -0.332 -1.410 8.528
C -0.738 -0.287 7.806
C -0.651 -0.276 6.423
H -1.445 1.628 6.127
H -1.373 1.741 3.824
H 1.277 -4.204 2.491
H 1.966 -5.641 0.750
H 2.191 -6.179 -1.664
H 1.282 -4.549 -3.358
H 0.162 -2.508 -2.520
H 0.603 -3.362 5.902
H 0.472 -3.396 8.388
H -0.402 -1.414 9.609
H -1.125 0.587 8.321
N -2.028 2.997 2.198
C -3.276 3.138 1.416
C -3.152 2.704 -0.057
O -3.931 3.238 -0.867
O -2.260 1.816 -0.265
H -1.390 3.712 1.881
H -1.627 2.147 1.815
H -3.633 4.162 1.456
H -4.044 2.506 1.866
C 4.123 2.364 -1.009
C 3.629 1.578 -2.241
P 2.137 0.498 -1.928
C 3.025 -0.891 -1.107
C 3.018 -0.888 0.291
C 3.635 -1.903 1.015
C 4.261 -2.942 0.342
C 4.257 -2.965 -1.049
C 3.642 -1.947 -1.769
C 1.764 -0.078 -3.632
C 2.698 -0.244 -4.658
C 2.291 -0.672 -5.915
C 0.946 -0.952 -6.161
C 0.009 -0.795 -5.154
C 0.419 -0.337 -3.906
C 3.175 3.484 -0.529
P 1.666 2.898 0.418
C 1.921 3.644 2.090
C 1.575 2.831 3.168
C 1.728 3.269 4.485
C 2.243 4.527 4.734
C 2.600 5.350 3.669
C 2.438 4.908 2.359
C 0.398 4.019 -0.327
C -0.122 3.667 -1.578
C -1.146 4.399 -2.161
C -1.666 5.511 -1.514
C -1.145 5.889 -0.287
C -0.126 5.145 0.304
H 5.084 2.815 -1.266
H 4.328 1.667 -0.187
H 4.429 0.936 -2.608
H 3.365 2.275 -3.041
H 2.486 -0.103 0.822
H 3.582 -1.904 2.100
H 4.714 -3.756 0.899
H 4.701 -3.802 -1.579
H 3.600 -2.005 -2.851
H 3.751 -0.045 -4.482
H 3.026 -0.800 -6.702
H 0.635 -1.302 -7.139
H -1.040 -1.043 -5.295
H -0.344 -0.245 -3.137
H 2.823 4.056 -1.386
H 3.719 4.171 0.120
H 1.170 1.840 2.977
H 1.443 2.617 5.306
H 2.368 4.873 5.755
H 2.998 6.341 3.859
H 2.702 5.568 1.539
H 0.229 2.772 -2.075
H -1.583 4.061 -3.095
H -2.505 6.046 -1.941
H -1.561 6.742 0.240
H 0.245 5.444 1.277
C -4.000 -2.846 -0.682
C -3.200 -2.900 -1.971
C -2.735 -4.315 -2.267
C -2.423 -1.763 -2.487
C -3.761 -2.122 -3.245
C -3.772 -2.771 -4.568
C -4.691 -2.446 -5.533
C -5.706 -1.484 -5.311
C -5.784 -0.897 -4.024
C -4.897 -1.230 -3.025
H -3.328 -3.088 0.155
H -4.829 -3.570 -0.662
H -4.411 -1.851 -0.502
H -2.210 -4.716 -1.386
H -2.031 -4.334 -3.100
H -3.581 -4.986 -2.491
H -2.567 -0.868 -1.869
H -3.011 -3.513 -4.793
H -4.628 -2.937 -6.503
H -6.413 -1.224 -6.094
H -6.555 -0.158 -3.813
H -4.983 -0.743 -2.060
*
```


Here is a gas-phase ion, C9H13O2SSi (charge -1) at a distorted geometry from OMol25. Energies are from ωB97M-V/def2-TZVPD.

Properties
Highest occupied orbital energy, eV: -4.47
Electronic energy, Ha: -1188.906385
M, g mol⁻¹: 213.4

```
! RIJCOSX wB97M-V def2-TZVPD def2/J DEFGRID3
* xyz -1 1
C -2.141 1.220 2.418
C -1.437 1.215 3.602
C -1.578 0.781 1.214
C -0.110 0.711 3.583
C -0.326 0.324 1.091
C 0.470 0.430 2.425
C -0.599 -0.168 -1.709
C 0.948 -2.174 -0.593
C 1.962 1.033 -1.371
O 2.517 -1.180 3.197
O 2.283 -0.488 0.737
Si 0.819 -0.275 -0.410
S 2.327 -0.068 2.225
H -3.096 1.569 2.252
H -1.855 1.548 4.464
H -2.158 0.779 0.364
H 0.626 0.684 4.497
H -0.310 0.180 -2.726
H -1.097 -1.060 -2.014
H -1.466 0.517 -1.597
H 0.047 -2.667 -0.478
H 1.255 -2.503 -1.618
H 1.848 -2.659 -0.040
H 1.874 1.975 -0.813
H 2.989 0.566 -1.449
H 1.574 1.297 -2.311
*
```


Here is C6H10 in the gas phase from OMol25. Energies are from ωB97M-V/def2-TZVPD.

Properties
Highest occupied orbital energy (spin up / spin down), eV: -7.64 / -7.91
Electronic energy, Ha: -234.462600
M, g mol⁻¹: 82.1

```
! RIJCOSX wB97M-V def2-TZVPD def2/J DEFGRID3
* xyz 0 1
C -1.597 1.741 1.317
C -1.284 1.376 -0.095
C -0.204 0.698 -0.555
C 1.092 0.518 0.016
C 1.744 -0.809 -0.223
C 0.914 -2.018 -0.666
H -2.120 0.886 1.769
H -0.694 1.926 1.909
H -2.285 2.590 1.376
H -0.410 0.223 -1.520
H -2.094 1.532 -0.807
H 2.271 -1.035 0.717
H 2.584 -0.636 -0.921
H 0.519 -1.900 -1.681
H 1.505 -2.940 -0.646
H 0.060 -2.152 0.008
*
```


Here is 2 unconnected molecules or ions with the total composition C5H13NO2 at a distorted geometry from OMol25. Energies are from ωB97M-V/def2-TZVPD.

Properties
Structure (SMILES): C[C@@H](C=O)N(C)C.O
Highest occupied orbital energy, eV: -8.78
Electronic energy, Ha: -403.454926
M, g mol⁻¹: 119.2

```
! RIJCOSX wB97M-V def2-TZVPD def2/J DEFGRID3
* xyz 0 1
C -2.142 -1.612 -0.522
C -0.985 -0.549 -0.766
C -1.847 0.655 -0.402
O -2.628 1.179 -1.224
N 0.288 -0.592 -0.075
C 0.218 -0.461 1.388
C 1.034 -1.707 -0.579
H -1.832 -2.609 -0.775
H -3.191 -1.362 -0.993
H -2.396 -1.642 0.575
H -0.709 -0.557 -1.858
H -1.896 1.105 0.669
H 1.137 -0.789 1.895
H 0.116 0.699 1.566
H -0.671 -1.068 1.688
H 0.681 -2.704 -0.478
H 1.963 -1.690 0.065
H 1.134 -1.499 -1.662
O 3.848 5.411 0.268
H 4.632 4.925 0.349
H 3.244 4.866 0.871
*
```


Here is 2 unconnected molecules or ions with the total composition CH5ClN2O at a distorted geometry from OMol25. Energies are from ωB97M-V/def2-TZVPD.

Properties
Highest occupied orbital energy (spin up / spin down), eV: -8.54 / -8.54
Electronic energy, Ha: -685.886146
M, g mol⁻¹: 96.5

```
! RIJCOSX wB97M-V def2-TZVPD def2/J DEFGRID3
* xyz 0 1
C 0.276 0.380 0.965
N 0.519 0.258 -1.070
N -0.405 -0.249 -1.843
O 0.346 -0.937 1.258
Cl -1.181 -1.883 -1.356
H 0.996 1.078 1.270
H -0.636 0.797 1.081
H 1.278 -0.401 -1.191
H -1.176 0.362 -1.978
H 0.147 -1.494 0.505
*
```


Here is a gas-phase ion, C7H5N4O (charge +1) at a distorted geometry from OMol25. Energies are from ωB97M-V/def2-TZVPD.

Properties
Expectation value of S²: 2.02
Highest occupied orbital energy (spin up / spin down), eV: -13.10 / -15.11
Electronic energy, Ha: -563.491736
M, g mol⁻¹: 161.1

```
! RIJCOSX wB97M-V def2-TZVPD def2/J DEFGRID3
* xyz 1 3
C -0.373 2.362 0.025
C -2.527 -0.002 0.178
C 1.496 -0.250 0.561
C -0.513 -1.498 0.151
C -0.779 0.376 -1.650
C -0.407 1.079 -0.439
C -1.156 -0.165 -0.317
N -0.476 3.385 0.548
N -3.613 0.006 0.543
N 0.819 -1.354 0.589
N 2.604 -0.056 1.093
O -1.130 -2.494 0.217
H -1.646 0.977 -2.272
H -0.178 -0.179 -2.383
H 1.368 -2.201 0.867
H 3.234 0.834 0.867
H 3.276 -0.819 1.422
*
```


Here is a molecular structure, C27H27IIrN5O2P2 at a distorted geometry from OMol25. Energies are from ωB97M-V/def2-TZVPD.

Properties
Expectation value of S²: 0.75
Highest occupied orbital energy (spin up / spin down), eV: -16.94 / -16.94
Electronic energy, Ha: -2553.059410
M, g mol⁻¹: 834.6

```
! RIJCOSX wB97M-V def2-TZVPD def2/J DEFGRID3
* xyz 3 2
Ir -0.492 -1.829 -2.114
O 0.188 -1.762 -0.308
P -0.021 -0.795 0.919
C -0.413 0.846 0.251
P 0.475 1.232 -1.303
O 0.033 0.153 -2.348
C 2.214 1.136 -0.999
C 3.013 0.297 -1.774
C 4.375 0.225 -1.526
C 4.930 0.982 -0.504
C 4.134 1.815 0.276
C 2.775 1.901 0.029
C -0.029 2.844 -1.807
C -1.395 3.158 -1.846
C -1.802 4.414 -2.249
C -0.850 5.363 -2.617
C 0.502 5.056 -2.584
C 0.920 3.796 -2.182
C -1.382 -1.333 1.916
C -1.501 -2.700 2.186
C -2.505 -3.145 3.028
C -3.388 -2.235 3.599
C -3.274 -0.876 3.330
C -2.272 -0.420 2.488
C 1.494 -0.743 1.821
C 1.517 0.035 2.983
C 2.676 0.089 3.734
C 3.796 -0.634 3.336
C 3.768 -1.409 2.185
C 2.614 -1.467 1.418
H -0.185 1.612 0.996
H -1.485 0.888 0.035
H 2.580 -0.271 -2.588
H 5.005 -0.411 -2.133
H 5.996 0.937 -0.321
H 4.576 2.405 1.067
H 2.163 2.568 0.627
H -2.144 2.426 -1.560
H -2.854 4.665 -2.271
H -1.170 6.346 -2.935
H 1.235 5.797 -2.872
H 1.976 3.559 -2.169
H -0.796 -3.409 1.766
H -2.586 -4.199 3.260
H -4.159 -2.583 4.273
H -3.957 -0.172 3.786
H -2.181 0.645 2.308
H 0.637 0.574 3.318
H 2.705 0.683 4.637
H 4.693 -0.604 3.941
H 4.642 -1.971 1.887
H 2.587 -2.073 0.522
I -0.967 -2.111 -4.781
C -0.111 -3.365 -3.346
H 0.968 -3.463 -3.479
H -0.654 -4.296 -3.209
N -5.101 -2.834 -0.021
N -4.189 -2.263 -0.829
N -4.518 -1.254 -1.627
C -3.364 -0.932 -2.164
N -2.390 -1.712 -1.658
N -2.946 -2.585 -0.809
H -6.043 -2.682 -0.364
H -4.847 -3.775 0.247
H -3.219 -0.134 -2.874
*
```


What is the formula in the third record?
C9H13O2SSi


M of number 6 (CH5ClN2O)?
96.5 g mol⁻¹


Among the records above, which one has the highest M?
C53H53N6O2P2Rb


What is the M in the seventh record?
161.1 g mol⁻¹